1.
Molecular formula: C28H22Br2MnNOP
Method: DFT, ωB97M-V/def2-TZVPD

Values from the calculation:
- Largest force on an atom: 0.00245 hartree/bohr
- Frontier orbital gap (spin up / spin down): 0.2642 / 0.2615 Ha
- Lowest unoccupied orbital energy (spin up / spin down): -3.90 / -3.94 eV
- E: -213618.288 eV
- Net charge: +1

```
56
Properties=species:S:1:pos:R:3:forces:R:3
Mn -0.218 0.478 0.602 0.1 0.0 0.0
Br 2.829 -1.946 -2.372 0.0 0.0 0.0
C 2.876 -0.168 -1.774 0.0 0.0 0.0
C 3.989 0.640 -2.086 0.0 0.1 0.0
C 4.079 1.921 -1.624 0.0 -0.1 0.0
Br 5.599 2.953 -2.049 0.0 0.0 0.0
C 3.051 2.467 -0.812 0.0 0.0 0.0
C 3.038 3.760 -0.255 0.0 0.0 0.0
C 1.998 4.156 0.548 0.0 0.0 0.0
C 0.962 3.257 0.821 0.0 0.0 0.0
N 0.940 2.041 0.310 0.0 -0.1 0.0
C 1.956 1.637 -0.514 0.0 0.0 0.0
C 1.844 0.310 -1.007 0.0 0.0 0.0
O 0.773 -0.403 -0.652 0.0 0.1 0.0
H 4.780 0.225 -2.695 0.0 0.0 0.0
H 3.857 4.435 -0.466 0.0 0.0 0.0
H 1.969 5.145 0.980 0.0 0.0 0.0
H 0.140 3.529 1.472 0.0 0.0 0.0
C -0.914 1.127 6.586 0.0 0.0 0.0
C 0.388 0.659 6.459 0.0 0.0 0.0
C 0.836 0.175 5.241 0.0 0.0 0.0
C -0.022 0.162 4.141 0.0 0.0 0.0
C -1.328 0.629 4.275 0.0 0.0 0.0
C -1.773 1.110 5.497 0.0 0.0 0.0
P 0.490 -0.527 2.558 -0.1 0.0 0.1
C 0.163 -2.300 2.586 0.0 0.0 0.0
C -0.006 -2.982 3.789 0.0 0.0 0.0
C -0.241 -4.348 3.778 0.0 0.0 0.0
C -0.309 -5.032 2.572 0.0 0.0 0.0
C -0.145 -4.355 1.371 0.0 0.0 0.0
C 0.086 -2.989 1.374 0.0 0.0 0.0
C 2.276 -0.264 2.389 0.0 0.0 0.0
C 3.072 -1.215 1.754 0.0 0.0 0.0
C 4.394 -0.922 1.453 0.0 0.0 0.0
C 4.927 0.316 1.782 0.0 0.0 0.0
C 4.140 1.264 2.426 0.0 0.0 0.0
C 2.818 0.979 2.725 0.0 0.0 0.0
H -1.260 1.505 7.539 0.0 0.0 0.0
H 1.054 0.669 7.311 0.0 0.0 0.0
H 1.851 -0.193 5.145 0.0 0.0 0.0
H -2.004 0.602 3.428 0.0 0.0 0.0
H -2.789 1.468 5.600 0.0 0.0 0.0
H 0.036 -2.450 4.731 0.0 0.0 0.0
H -0.375 -4.878 4.711 0.0 0.0 0.0
H -0.495 -6.098 2.568 0.0 0.0 0.0
H -0.203 -4.890 0.433 0.0 0.0 0.0
H 0.224 -2.463 0.435 0.0 0.0 0.0
H 2.661 -2.179 1.482 0.0 0.0 0.0
H 5.006 -1.663 0.957 0.0 0.0 0.0
H 5.958 0.543 1.544 0.0 0.0 0.0
H 4.558 2.225 2.697 0.0 0.0 0.0
H 2.206 1.724 3.221 0.0 0.0 0.0
C -2.090 0.741 0.386 -0.1 0.0 0.0
H -2.410 1.407 1.199 0.0 0.0 0.0
H -2.589 -0.230 0.485 0.0 0.0 0.0
H -2.331 1.198 -0.576 0.0 0.0 0.0
```
Forces are in eV/Å.

Here are the natural (NBO) charges for atoms 1 to 8, given in e: 1.041 0.125 -0.137 -0.224 -0.068 0.107 -0.113 -0.078

---

2.
Molecular formula: C36H48N6O2RuSSb2
Method: DFT, ωB97M-V/def2-TZVPD

Values from the calculation:
- Largest force on an atom: 0.03456 hartree/bohr
- Frontier orbital gap (spin up / spin down): 0.3037 / 0.2075 Ha
- Lowest unoccupied orbital energy (spin up / spin down): -6.87 / -9.62 eV
- E: -77612.836 eV
- Net charge: +3
- Multiplicity: 6

```
96
Properties=species:S:1:pos:R:3:forces:R:3
Ru -0.027 -0.594 -0.659 0.9 -1.0 -0.2
N 2.036 -2.154 -0.804 -0.3 0.2 0.2
C 3.099 -1.595 0.035 0.3 0.1 0.6
C 4.381 -2.438 0.141 -0.2 0.0 -0.1
C 4.232 -3.930 0.462 0.0 0.3 0.2
C 3.890 -4.235 1.925 0.0 -0.2 -0.5
N 4.837 -3.643 2.849 0.1 0.3 0.3
C 6.054 -4.097 3.120 0.0 0.1 0.0
N 6.898 -3.361 3.845 0.1 0.0 0.0
N 6.467 -5.278 2.658 -0.1 -0.1 0.0
C 2.484 -1.200 1.415 0.8 -0.4 -0.9
O 3.100 -1.388 2.445 0.2 0.1 0.4
O 1.335 -0.652 1.319 -1.4 0.6 -0.3
H 1.678 -3.018 -0.391 0.1 0.2 -0.3
H 2.401 -2.389 -1.725 -0.2 0.0 0.1
H 3.386 -0.630 -0.415 0.0 -0.2 0.1
H 5.007 -1.965 0.901 0.1 0.0 -0.2
H 4.905 -2.357 -0.815 0.0 0.0 0.1
H 5.181 -4.406 0.209 0.0 -0.1 0.0
H 3.472 -4.392 -0.169 0.0 -0.1 -0.1
H 3.835 -5.316 2.073 -0.1 0.1 0.1
H 2.923 -3.809 2.182 0.0 -0.2 0.1
H 4.573 -2.706 3.140 0.1 -0.1 0.0
H 6.626 -2.470 4.227 0.0 -0.1 0.0
H 7.805 -3.720 4.105 -0.1 0.1 0.0
H 5.819 -5.918 2.230 0.1 0.0 0.0
H 7.367 -5.645 2.923 -0.1 0.0 0.0
C -2.656 -0.983 0.284 0.4 0.0 -0.4
C -2.720 -0.719 1.776 -0.2 0.2 0.1
C -1.384 -0.704 2.489 0.6 0.3 0.1
Sb -0.069 1.108 2.765 -1.1 0.6 -0.3
C 0.355 2.496 1.094 0.0 -0.9 0.8
C 0.967 2.129 -0.098 0.3 -0.3 -0.3
C 1.360 3.098 -1.010 0.0 -0.2 0.0
C 1.181 4.444 -0.723 -0.1 0.0 0.1
C 0.592 4.812 0.475 0.0 0.1 -0.1
C 0.186 3.845 1.381 -0.2 -0.1 0.2
C -1.226 2.505 4.078 0.7 -0.8 -0.6
C -2.602 2.538 3.953 -0.3 -0.1 -0.2
C -3.327 3.442 4.719 -0.1 -0.1 -0.1
C -2.678 4.283 5.607 -0.1 0.1 0.0
C -1.299 4.233 5.733 0.1 -0.1 0.0
C -0.567 3.332 4.970 0.3 0.1 0.1
Sb -2.353 0.831 -0.937 -1.7 -0.3 -0.6
C -3.127 0.080 -2.819 0.2 0.3 0.6
C -3.743 -1.157 -2.943 -0.1 0.0 0.0
C -4.182 -1.587 -4.186 0.0 -0.1 0.0
C -3.966 -0.805 -5.310 0.0 0.0 -0.1
C -3.364 0.436 -5.185 0.1 0.0 0.0
C -2.954 0.882 -3.939 0.1 0.1 0.2
C -4.166 1.757 -0.200 0.7 -0.1 -0.2
C -5.364 1.119 -0.478 0.0 -0.2 -0.1
C -6.556 1.702 -0.077 0.0 -0.1 -0.1
C -6.550 2.920 0.583 0.0 0.1 0.0
C -5.346 3.552 0.852 0.0 0.1 0.0
C -4.148 2.972 0.458 0.2 0.2 0.1
H -3.618 -1.371 -0.054 0.1 0.0 -0.2
H -1.893 -1.762 0.041 -0.5 -0.1 0.2
H -3.277 -1.550 2.228 0.0 0.2 0.0
H -3.304 0.187 1.964 0.0 -0.2 0.0
H -0.706 -1.439 2.043 0.0 0.2 0.2
H -1.530 -0.983 3.533 0.1 0.2 0.1
H 1.252 1.077 -0.308 0.1 0.6 0.2
H 1.857 2.807 -1.924 0.0 0.0 -0.1
H 1.530 5.197 -1.411 0.0 0.1 -0.1
H 0.469 5.854 0.725 0.0 0.1 0.0
H -0.245 4.151 2.326 -0.1 0.0 0.0
H -3.126 1.887 3.269 -0.1 0.0 0.0
H -4.402 3.480 4.618 0.0 0.0 0.0
H -3.253 4.976 6.203 0.0 0.0 0.0
H -0.788 4.886 6.425 0.0 0.0 0.0
H 0.508 3.290 5.082 0.1 0.0 0.0
H -3.910 -1.803 -2.092 0.0 0.0 0.1
H -4.686 -2.539 -4.267 0.0 0.0 -0.1
H -4.277 -1.149 -6.285 -0.1 -0.1 0.0
H -3.216 1.063 -6.051 0.0 0.0 -0.1
H -2.521 1.870 -3.836 0.1 0.1 -0.1
H -5.380 0.180 -1.016 -0.1 0.0 -0.1
H -7.490 1.206 -0.294 -0.1 0.0 0.0
H -7.482 3.384 0.870 0.0 0.0 0.0
H -5.337 4.507 1.354 0.0 0.1 0.1
H -3.209 3.472 0.657 0.0 0.1 0.0
C 1.926 0.993 -4.566 0.4 0.2 -0.2
N 1.075 0.137 -3.760 -0.1 0.0 0.2
C 0.813 -1.163 -3.869 -0.1 0.2 0.5
S -0.421 -1.798 -2.839 -0.4 0.1 0.7
N 1.403 -2.033 -4.671 -0.2 -0.1 0.1
C 2.592 -1.915 -5.489 0.3 0.2 -0.5
H 1.490 1.990 -4.590 0.0 0.0 0.0
H 1.987 0.641 -5.592 0.0 0.0 0.0
H 2.930 1.058 -4.138 -0.1 0.0 -0.1
H 0.508 0.612 -3.052 0.2 -0.4 -0.5
H 0.960 -2.945 -4.680 0.0 0.2 0.1
H 2.349 -1.664 -6.522 0.0 0.0 0.0
H 3.100 -2.877 -5.491 0.0 0.0 0.0
H 3.266 -1.169 -5.080 0.1 0.0 0.0
```
Forces are in eV/Å.

Here are the Löwdin charges for atoms 1 to 8, given in e: 0.875 0.000 -0.290 -0.139 -0.160 -0.157 0.091 -0.418

---

3.
Molecular formula: C2H2N6
Method: DFT, ωB97M-V/def2-TZVPD

Values from the calculation:
- Largest force on an atom: 0.07597 hartree/bohr
- Frontier orbital gap: 0.2972 Ha
- Structure (SMILES): [H]/N=c1/nncnnn1
- Lowest unoccupied orbital energy: -1.62 eV
- E: -11041.456 eV
- Net charge: 0

```
10
Properties=species:S:1:pos:R:3:forces:R:3
H -2.580 0.642 0.721 -0.7 1.2 0.1
N -2.209 -0.222 0.410 1.4 -1.3 -0.6
C -1.128 -0.034 -0.217 -0.1 -1.3 2.1
N -0.362 -1.210 -0.677 -2.5 1.0 -1.2
N 0.824 -1.337 -0.487 2.4 -0.9 0.6
C 1.633 -0.463 0.268 -2.6 2.7 -0.9
N 1.489 0.844 0.213 1.5 -3.1 1.9
N 0.577 1.480 -0.483 -0.9 2.0 -1.6
N -0.634 1.216 -0.616 1.0 -0.2 -0.6
H 2.390 -0.915 0.870 0.6 -0.1 0.1
```
Forces are in eV/Å.

Here are the natural (NBO) charges for atoms 1 to 8, given in e: 0.355 -0.564 0.395 -0.066 -0.146 0.200 -0.258 0.057

---

4.
Molecular formula: CH3PS
Method: DFT, ωB97M-V/def2-TZVPD

Values from the calculation:
- Largest force on an atom: 0.06131 hartree/bohr
- Frontier orbital gap: 0.2912 Ha
- Structure (SMILES): PC=S
- Lowest unoccupied orbital energy: -0.88 eV
- E: -21207.689 eV
- Net charge: 0

```
6
Properties=species:S:1:pos:R:3:forces:R:3
P -0.999 -0.603 0.054 -0.5 -1.2 -1.1
C 0.444 0.264 0.519 2.8 1.5 0.1
S 1.933 0.066 -0.214 -1.8 0.4 1.4
H -0.100 -1.105 -0.930 -1.1 -0.6 -0.5
H -1.563 0.411 -0.777 0.1 0.0 0.2
H 0.285 0.967 1.348 0.6 0.0 -0.2
```
Forces are in eV/Å.

Table of natural (NBO) atomic charges, one value per atom, all in e: 0.316 -0.599 0.066 0.006 0.006 0.204

---

5.
Molecular formula: C6H13N2O
Method: DFT, ωB97M-V/def2-TZVPD

Values from the calculation:
- Largest force on an atom: 0.10061 hartree/bohr
- Frontier orbital gap: 0.3775 Ha
- Structure (SMILES): C[C@@]1(O)[NH2+]C2(CC2)[C@@H]1N
- Lowest unoccupied orbital energy: -3.04 eV
- E: -11451.298 eV
- Net charge: +1

```
22
Properties=species:S:1:pos:R:3:forces:R:3
C -0.272 -2.471 -0.464 -2.5 0.9 0.6
C 0.247 -1.211 0.204 0.7 1.1 2.4
O 1.257 -1.376 1.197 -0.8 -0.5 -0.7
N 0.924 -0.224 -0.752 1.0 0.8 -1.2
C -0.117 0.827 -0.380 1.1 0.9 -0.5
C 0.370 2.264 -0.396 -1.3 0.5 1.8
C -0.696 1.731 -1.378 5.2 -0.2 0.0
C -0.807 0.051 0.709 3.2 -0.1 -0.8
N -0.646 0.706 1.975 -1.2 -2.2 0.0
H -0.156 -3.321 0.235 0.2 0.3 -0.6
H 0.275 -2.621 -1.419 -0.8 -0.3 0.5
H -1.472 -2.312 -0.527 2.9 -0.6 -0.6
H 0.996 -2.084 1.810 0.2 0.2 -0.2
H 1.069 -0.495 -1.783 -0.7 0.4 1.8
H 1.880 0.121 -0.429 -1.4 -1.0 -0.1
H 1.447 2.416 -0.519 -0.5 -0.1 -1.1
H 0.035 3.006 0.391 0.1 -1.3 -0.8
H -1.645 1.956 -1.254 -4.3 1.4 0.8
H -0.379 1.752 -2.375 0.3 -0.5 -1.4
H -1.779 -0.138 0.391 -1.9 -0.7 0.1
H -0.603 0.037 2.751 -0.1 0.7 -0.3
H 0.072 1.386 2.014 0.8 0.3 0.0
```
Forces are in eV/Å.

Here are the natural (NBO) charges for atoms 1 to 8, given in e: -0.676 0.428 -0.715 -0.566 0.108 -0.435 -0.386 -0.059

---

6.
Molecular formula: C24H43InNO10S
Method: DFT, ωB97M-V/def2-TZVPD

Values from the calculation:
- Largest force on an atom: 0.04630 hartree/bohr
- Frontier orbital gap: 0.2286 Ha
- Lowest unoccupied orbital energy: 1.86 eV
- E: -63561.039 eV
- Net charge: -1

```
80
Properties=species:S:1:pos:R:3:forces:R:3
C 1.618 0.138 1.019 0.4 -0.6 0.0
C 1.852 -1.364 0.745 0.2 1.2 -1.2
C 1.003 -1.858 -0.447 0.2 -1.5 1.5
C 0.539 -3.325 -0.171 -0.8 0.3 -1.5
N -0.916 -3.410 -0.390 -0.1 0.1 0.5
In -2.078 -2.369 1.057 -0.5 0.4 -0.3
S -1.024 -2.395 3.333 0.2 -0.2 0.2
C -4.125 -3.267 1.212 0.5 0.2 -0.7
C -5.288 -2.403 0.714 0.1 -0.2 1.0
C -5.233 -0.934 1.166 -0.2 0.3 -1.0
C -6.080 -0.117 0.222 1.5 -0.1 0.7
O -7.141 -0.465 -0.148 -2.3 -0.3 -0.7
O -5.554 1.066 -0.232 0.0 0.4 -0.4
H 2.380 0.731 0.528 0.1 0.2 -0.2
H 0.649 0.453 0.654 -0.3 0.1 0.1
H 1.713 0.337 2.075 -0.1 0.3 0.3
H 2.896 -1.467 0.453 0.2 -0.2 0.2
H 1.713 -1.962 1.632 -0.4 -0.1 0.2
H 1.575 -1.866 -1.367 0.2 0.3 -0.2
H 0.118 -1.252 -0.580 -0.2 0.2 0.0
H 1.006 -3.952 -0.934 0.3 -0.3 0.2
H 0.849 -3.670 0.816 0.2 0.1 0.1
H -1.202 -4.380 -0.464 0.1 -0.1 0.1
H -2.145 -0.649 0.510 0.0 -0.2 0.1
H -1.488 -1.271 3.904 -0.1 0.0 -0.3
H -4.106 -4.154 0.579 0.1 -0.3 -0.1
H -4.291 -3.637 2.219 0.0 0.1 0.3
H -6.207 -2.806 1.134 -0.4 -0.1 -0.2
H -5.410 -2.455 -0.363 0.2 0.0 -0.2
H -5.672 -0.836 2.153 0.1 0.1 0.3
H -4.241 -0.506 1.127 0.3 -0.2 0.4
H -4.777 0.889 -0.780 0.3 0.0 0.5
O -8.387 -2.423 -6.598 0.2 0.0 0.0
C -8.048 -2.109 -5.492 -0.3 -0.1 0.0
O -6.904 -2.545 -4.919 0.0 0.1 -0.1
C -6.826 -2.084 -3.553 0.0 0.1 0.2
C -7.739 -0.871 -3.492 -0.2 0.1 0.1
C -8.809 -1.228 -4.520 0.5 0.2 0.2
H -7.159 -2.889 -2.896 0.0 0.0 0.0
H -5.792 -1.845 -3.314 0.1 -0.1 -0.1
H -8.124 -0.677 -2.494 0.1 -0.1 0.0
H -7.197 0.018 -3.821 0.0 0.0 0.0
H -9.620 -1.811 -4.081 -0.1 0.0 -0.1
H -9.208 -0.352 -5.025 -0.2 -0.1 -0.1
O 3.710 2.052 2.739 0.0 -0.1 -0.2
C 4.625 2.345 2.032 0.0 0.0 0.5
O 4.833 1.774 0.810 0.0 0.1 0.0
C 6.066 2.243 0.251 0.1 0.1 -0.1
C 6.348 3.564 0.953 0.1 0.1 0.1
C 5.736 3.332 2.332 0.2 0.3 -0.5
H 6.841 1.497 0.446 0.0 0.0 0.0
H 5.950 2.355 -0.825 -0.1 -0.1 0.0
H 7.407 3.823 0.972 0.0 -0.1 0.0
H 5.814 4.372 0.447 0.0 0.0 0.0
H 6.443 2.863 3.019 -0.1 0.0 0.1
H 5.333 4.247 2.767 0.1 -0.5 0.0
O 3.459 -3.769 -2.460 0.5 -0.1 0.0
C 3.207 -3.360 -3.550 -0.5 0.1 0.3
O 4.145 -2.880 -4.414 0.0 -0.1 -0.1
C 3.501 -2.369 -5.593 -0.1 0.0 -0.1
C 2.147 -3.064 -5.647 -0.1 0.0 0.0
C 1.830 -3.254 -4.167 0.1 -0.1 -0.7
H 3.407 -1.285 -5.492 0.0 0.0 0.0
H 4.121 -2.589 -6.460 0.1 0.0 0.1
H 1.395 -2.498 -6.194 0.1 0.1 0.0
H 2.251 -4.038 -6.130 0.0 0.0 0.0
H 1.321 -2.388 -3.741 0.0 -0.1 0.1
H 1.254 -4.156 -3.982 -0.1 0.1 0.3
O 3.622 5.200 3.529 0.2 0.3 0.1
C 4.017 5.535 4.606 -0.6 -0.1 0.0
O 5.198 5.113 5.133 0.0 0.1 -0.1
C 5.338 5.595 6.479 0.0 0.0 0.2
C 4.421 6.805 6.568 -0.1 0.1 0.0
C 3.302 6.427 5.602 0.4 0.2 0.2
H 5.042 4.797 7.163 0.0 0.0 0.0
H 6.381 5.845 6.661 0.0 -0.1 -0.1
H 4.082 7.012 7.582 0.0 -0.1 0.0
H 4.940 7.692 6.200 0.0 0.0 0.0
H 2.518 5.845 6.089 -0.1 0.0 -0.1
H 2.872 7.291 5.104 -0.2 -0.1 -0.1
```
Forces are in eV/Å.

Here are the Löwdin charges for atoms 1 to 8, given in e: -0.100 -0.245 -0.212 -0.361 -0.213 0.403 0.133 -0.303